Below is 12 unconnected molecules or ions with the total composition C43H98BBrN16O14P, with properties calculated with wB97M-V/def2-TZVPD.

Element x y z (Å)
C: -5.063 0.767 5.998
C: -4.242 0.386 4.989
C: -2.909 -0.225 5.294
N: -1.867 -0.181 4.273
N: -1.706 -1.344 3.486
C: -0.494 -2.118 3.806
C: -0.266 -2.330 5.292
C: 1.185 -2.774 5.530
C: -1.082 0.855 4.031
N: -0.106 0.851 3.097
C: 0.502 2.014 3.193
P: 1.948 2.554 2.148
O: 2.973 3.017 3.326
Br: 2.657 0.538 1.609
N: -0.072 2.765 4.137
N: -1.101 2.044 4.706
B: -1.852 2.722 5.840
O: -3.160 3.032 5.749
O: -1.093 3.081 6.894
C: -1.642 2.928 8.230
C: -2.311 4.204 8.716
H: -6.089 0.420 6.054
H: -4.750 1.485 6.755
H: -4.521 0.453 3.938
H: -3.122 -1.282 5.449
H: -2.513 0.142 6.256
H: -1.717 -1.065 2.510
H: -0.646 -3.094 3.340
H: 0.392 -1.686 3.326
H: -0.425 -1.415 5.867
H: -0.931 -3.103 5.677
H: 1.522 -3.454 4.747
H: 1.308 -3.251 6.500
H: 1.861 -1.916 5.505
H: 2.763 2.652 4.197
H: 0.163 3.699 4.437
H: -3.543 2.835 4.884
H: -2.320 2.074 8.259
H: -0.788 2.695 8.863
H: -3.355 4.230 8.401
H: -2.278 4.269 9.801
H: -1.813 5.063 8.270
C: 0.348 0.808 -1.236
O: -0.168 -0.297 -1.149
N: 0.360 1.577 -2.332
C: 1.008 2.877 -2.349
C: -0.266 1.087 -3.550
H: 0.914 1.243 -0.397
H: 0.282 3.655 -2.596
H: 1.809 2.895 -3.087
H: 1.448 3.087 -1.377
H: -1.327 0.891 -3.393
H: 0.209 0.154 -3.859
H: -0.155 1.834 -4.330
C: -0.228 0.990 -6.940
O: -1.206 1.676 -6.706
N: -0.141 0.085 -7.932
C: 1.056 -0.699 -8.156
C: -1.287 -0.104 -8.804
H: 0.698 1.063 -6.345
H: 1.459 -0.509 -9.152
H: 0.840 -1.765 -8.064
H: 1.811 -0.432 -7.419
H: -1.541 0.829 -9.307
H: -2.152 -0.420 -8.226
H: -1.050 -0.863 -9.545
C: 4.743 2.055 -0.953
O: 3.881 2.857 -1.294
N: 5.911 1.863 -1.569
C: 6.877 0.873 -1.113
C: 6.225 2.661 -2.741
H: 4.596 1.406 -0.077
H: 7.819 1.350 -0.853
H: 7.046 0.133 -1.896
H: 6.485 0.370 -0.230
H: 6.229 3.722 -2.489
H: 5.479 2.502 -3.521
H: 7.205 2.371 -3.111
C: -7.725 -1.428 4.396
O: -6.569 -1.508 4.799
N: -8.114 -1.404 3.119
C: -9.520 -1.296 2.761
C: -7.115 -1.474 2.068
H: -8.572 -1.344 5.094
H: -9.826 -2.147 2.155
H: -9.696 -0.386 2.190
H: -10.118 -1.264 3.670
H: -6.541 -2.398 2.147
H: -6.418 -0.637 2.148
H: -7.615 -1.439 1.103
C: -12.197 -1.397 -0.408
O: -11.178 -1.836 0.105
N: -12.724 -0.189 -0.164
C: -13.933 0.270 -0.826
C: -12.078 0.683 0.801
H: -12.781 -1.982 -1.138
H: -13.722 1.180 -1.387
H: -14.713 0.471 -0.090
H: -14.288 -0.498 -1.511
H: -11.054 0.904 0.495
H: -12.046 0.198 1.778
H: -12.636 1.612 0.872
C: -10.771 1.175 -2.312
O: -11.569 2.082 -2.154
N: -9.717 1.224 -3.144
C: -8.799 0.113 -3.285
C: -9.503 2.434 -3.918
H: -10.844 0.219 -1.772
H: -7.787 0.415 -3.009
H: -8.787 -0.248 -4.316
H: -9.111 -0.702 -2.633
H: -9.369 3.291 -3.258
H: -10.364 2.635 -4.558
H: -8.616 2.310 -4.530
C: -9.908 2.436 5.725
O: -9.874 1.788 4.696
N: -8.917 3.253 6.139
C: -8.987 3.994 7.380
C: -7.744 3.373 5.291
H: -10.762 2.401 6.421
H: -8.928 5.068 7.193
H: -8.169 3.710 8.045
H: -9.930 3.781 7.880
H: -8.026 3.754 4.309
H: -7.289 2.391 5.159
H: -7.027 4.051 5.751
C: 7.978 -0.311 -4.787
O: 7.377 -0.824 -3.851
N: 9.302 -0.355 -4.951
C: 9.966 0.270 -6.080
C: 10.113 -1.054 -3.964
H: 7.455 0.239 -5.585
H: 10.510 -0.477 -6.661
H: 10.676 1.022 -5.734
H: 9.228 0.747 -6.722
H: 9.806 -2.101 -3.912
H: 9.977 -0.607 -2.979
H: 11.159 -0.986 -4.255
C: 5.818 -3.918 -3.358
O: 5.796 -5.128 -3.478
N: 4.867 -3.198 -2.729
C: 4.965 -1.758 -2.604
C: 3.727 -3.895 -2.164
H: 6.638 -3.295 -3.754
H: 4.984 -1.480 -1.545
H: 4.112 -1.267 -3.078
H: 5.879 -1.406 -3.080
H: 4.054 -4.623 -1.420
H: 3.185 -4.435 -2.941
H: 3.062 -3.171 -1.698
C: 9.873 -1.548 -0.188
O: 9.522 -0.464 -0.618
N: 9.068 -2.622 -0.168
C: 9.502 -3.924 0.299
C: 7.708 -2.441 -0.648
H: 10.890 -1.744 0.190
H: 9.414 -4.664 -0.498
H: 8.896 -4.250 1.146
H: 10.542 -3.871 0.615
H: 7.722 -2.077 -1.676
H: 7.200 -1.696 -0.034
H: 7.168 -3.384 -0.597
C: 14.114 -1.892 -5.291
O: 13.569 -0.841 -5.006
N: 14.104 -2.995 -4.520
C: 14.767 -4.221 -4.915
C: 13.401 -2.942 -3.249
H: 14.676 -2.027 -6.230
H: 14.049 -5.040 -4.988
H: 15.535 -4.493 -4.188
H: 15.240 -4.085 -5.885
H: 12.350 -2.708 -3.418
H: 13.830 -2.161 -2.619
H: 13.482 -3.902 -2.746

The calculation puts the molar mass at 1185.05 g mol⁻¹. As for the max |F|: 1.69 eV Å⁻¹. The spin multiplicity is 1. For the energy relative to the best compared isomer or geometry (same formula, charge and spin), the calculation gives 0.000 eV. The energy comes out at -6566.766004 Ha. Its net charge is +1.